Computed, not measured: C27H48FIN2O7 as an isolated structure, with ωB97M-V/def2-TZVPD.

XYZ file:
```
86
C27H48FIN2O7, DFT ωB97M-V/def2-TZVPD
C -2.026 -2.662 -4.150
C -2.083 -2.071 -2.856
C -0.794 -1.395 -2.118
C -1.240 0.001 -1.457
C -0.997 1.299 -2.435
C -1.241 1.017 -3.986
C 0.160 0.692 -4.765
C -0.009 1.334 -6.236
F 0.990 0.844 -7.162
C -2.080 2.386 -1.852
C -1.896 3.857 -2.466
O -0.741 4.134 -2.964
O -2.897 4.834 -2.473
C -2.109 2.330 -0.240
I -4.068 1.539 0.485
O -2.318 3.744 0.193
N -2.889 3.792 1.440
O -2.814 4.947 1.772
N -0.886 1.706 0.384
C 0.214 2.708 0.249
C 0.444 3.498 1.670
C 1.989 4.025 1.651
C -0.640 0.259 0.056
C -1.537 -0.778 0.962
C -0.934 -2.131 1.475
C -1.691 -3.396 0.753
C -0.849 -4.769 0.878
C 0.416 -4.857 -0.104
O 1.559 -4.293 0.614
C 2.605 -3.882 -0.305
C 3.674 -2.886 0.389
C 0.883 -0.221 -0.006
O 1.785 0.141 1.055
C 1.294 0.112 2.389
C 2.403 0.838 3.340
O 2.459 0.090 4.602
C 1.289 0.377 5.409
C 1.704 1.053 6.834
H -2.975 -2.767 -4.799
H -1.042 -3.104 -4.565
H -3.102 -2.105 -2.305
H 0.031 -1.313 -2.911
H -0.452 -2.200 -1.378
H -2.400 -0.075 -1.448
H 0.079 1.659 -2.295
H -2.073 0.278 -4.239
H -1.581 2.029 -4.450
H 1.035 1.265 -4.262
H 0.351 -0.431 -4.857
H -1.082 1.053 -6.580
H 0.002 2.486 -6.186
H -3.125 2.017 -2.196
H -1.111 1.717 1.411
H 1.260 2.362 -0.023
H 0.045 3.541 -0.547
H 0.356 2.806 2.577
H -0.257 4.397 1.782
H 2.248 4.332 2.737
H 2.682 3.136 1.403
H 2.146 4.896 0.915
H -2.528 -1.061 0.423
H -1.925 -0.193 1.893
H -1.238 -2.260 2.592
H 0.177 -2.344 1.453
H -2.048 -3.158 -0.306
H -2.657 -3.572 1.375
H -1.589 -5.635 0.691
H -0.442 -4.905 1.957
H 0.658 -5.988 -0.221
H 0.236 -4.387 -1.132
H 2.092 -3.301 -1.157
H 3.173 -4.812 -0.684
H 3.802 -3.047 1.513
H 4.692 -3.068 -0.107
H 3.357 -1.816 0.110
H 1.315 0.292 -0.960
H 1.060 -1.334 -0.186
H 0.296 0.623 2.609
H 1.252 -0.991 2.751
H 2.105 1.909 3.612
H 3.464 0.779 2.882
H 0.721 -0.600 5.645
H 0.537 1.057 4.860
H 1.013 0.656 7.669
H 1.544 2.196 6.778
H 2.769 0.766 7.132
```

Values from the calculation:
orbital gap: 6.308 eV
total charge: 0
HOMO level: -0.273 Eh

Results of the Mulliken charge analysis, in e, for atoms 1 through 4:
1 C -0.752
2 C -0.468
3 C 1.314
4 C -1.130

Computed, not measured: a 7-piece molecular cluster, C20H43NO26PS6 overall, with ωB97M-V/def2-TZVPD.

XYZ file:
```
97
C20H43NO26PS6, DFT ωB97M-V/def2-TZVPD
C -1.974 2.072 -5.050
C -0.604 1.462 -4.780
O -0.496 1.227 -3.382
C 0.744 0.740 -2.946
C 1.107 1.329 -1.596
C 2.516 0.853 -1.267
C 2.629 -0.657 -1.233
N 2.068 -1.344 -2.458
P 3.355 -1.536 -3.856
C 2.682 -0.668 -5.303
O 4.560 -0.586 -3.363
C 0.723 -0.781 -2.822
H -2.577 2.000 -4.147
H -2.476 1.532 -5.854
H -1.907 3.108 -5.376
H -0.490 0.516 -5.326
H 0.189 2.134 -5.129
H 1.527 1.078 -3.638
H 0.387 0.984 -0.853
H 1.084 2.414 -1.691
H 3.237 1.289 -1.962
H 2.765 1.228 -0.273
H 3.657 -0.967 -1.053
H 2.049 -1.053 -0.400
H 1.918 -2.316 -2.190
H 3.302 -0.984 -6.145
H 1.648 -0.926 -5.523
H 2.788 0.416 -5.220
H 4.736 0.145 -3.977
H 0.313 -1.286 -3.696
H 0.045 -1.033 -2.000
C 8.292 -4.702 -2.908
C 9.227 -3.513 -2.994
O 8.483 -2.548 -3.762
S 6.933 -2.686 -3.447
O 6.538 -1.719 -2.485
O 6.234 -2.779 -4.683
O 6.989 -4.111 -2.746
H 8.293 -5.285 -3.830
H 8.507 -5.352 -2.066
H 10.162 -3.741 -3.496
H 9.433 -3.087 -2.011
C -2.288 -2.404 1.301
C -1.901 -1.905 2.673
O -0.455 -1.946 2.668
S 0.080 -1.618 1.228
O 0.461 -0.247 1.161
O 0.993 -2.630 0.814
O -1.286 -1.810 0.435
H -2.217 -3.489 1.220
H -3.278 -2.079 0.998
H -2.283 -2.531 3.474
H -2.227 -0.878 2.831
C -1.629 2.708 5.545
C -0.942 1.737 4.607
O -1.389 0.439 5.060
S -2.882 0.557 5.608
O -3.771 0.173 4.566
O -2.933 -0.054 6.891
O -2.935 2.130 5.750
H -1.122 2.768 6.509
H -1.731 3.703 5.122
H 0.141 1.799 4.653
H -1.278 1.858 3.581
C -3.140 4.883 -0.678
C -1.801 4.203 -0.867
O -1.077 4.524 0.337
S -2.088 4.617 1.565
O -2.091 3.379 2.268
O -1.864 5.834 2.255
O -3.429 4.697 0.718
H -3.084 5.954 -0.880
H -3.928 4.438 -1.280
H -1.256 4.568 -1.732
H -1.907 3.118 -0.930
C -0.464 -2.098 7.065
C -1.194 -2.845 8.161
O -0.307 -3.927 8.489
S 1.210 -3.464 8.313
O 1.744 -3.072 9.567
O 1.873 -4.418 7.498
O 0.914 -2.143 7.461
H -0.561 -2.605 6.101
H -0.791 -1.071 6.974
H -2.155 -3.237 7.843
H -1.330 -2.224 9.047
C -6.483 0.240 -2.836
C -7.197 1.506 -2.409
O -6.222 2.198 -1.609
S -4.761 1.912 -2.166
O -4.359 2.988 -3.003
O -3.940 1.486 -1.089
O -5.131 0.665 -3.088
H -6.467 -0.502 -2.036
H -6.903 -0.201 -3.735
H -8.088 1.316 -1.820
H -7.450 2.135 -3.264
```

Values from the calculation:
orbital gap: 10.292 eV
total charge: +1
HOMO level: -0.449 Eh

Results of the Mulliken charge analysis, in e, for atoms 1 through 4:
1 C -0.971
2 C -0.098
3 O -0.078
4 C 0.529

Computed, not measured: C3H7N3O2 in the gas phase, with ωB97M-V/def2-TZVPD.

XYZ file:
```
15
C3H7N3O2, DFT ωB97M-V/def2-TZVPD
N -1.634 -0.295 2.071
C -0.646 -0.597 1.162
O -0.124 -1.667 1.045
C -0.259 0.700 0.330
N 1.094 0.645 -0.136
C 1.555 0.113 -1.355
N 0.542 -0.368 -2.191
O 2.719 0.087 -1.641
H -1.634 -0.882 2.890
H -2.369 0.374 1.957
H -0.465 1.676 0.789
H -0.943 0.657 -0.524
H 1.736 0.907 0.590
H -0.331 -0.707 -1.858
H 0.757 -0.642 -3.130
```

Values from the calculation:
orbital gap: 10.037 eV
total charge: 0
SMILES: NC(=O)CNC(N)=O
energy above the lowest of the compared OMol25 structures with the same formula, charge and spin: 16.06 kcal per mole
HOMO level: -0.348 Eh

Results of the natural (NBO) charge analysis, in e, for atoms 1 through 4:
1 N -0.866
2 C 0.671
3 O -0.569
4 C -0.330

Computed, not measured: C56H49AsO2P2S2V as an isolated structure, with ωB97M-V/def2-TZVPD.

XYZ file:
```
113
C56H49AsO2P2S2V, DFT ωB97M-V/def2-TZVPD
V 0.222 -0.166 -0.198
O 1.009 1.906 -1.495
S 0.806 2.026 -0.047
C -0.535 3.235 0.159
C -0.370 4.609 0.189
C -1.492 5.422 0.277
C -2.757 4.859 0.362
C -2.923 3.485 0.303
C -1.810 2.658 0.170
P -1.859 0.902 -0.364
C -2.413 1.224 -2.070
C -1.521 0.962 -3.108
C -1.909 1.174 -4.419
C -3.186 1.632 -4.698
C -4.081 1.886 -3.668
C -3.698 1.691 -2.354
C -3.097 -0.293 0.392
C -3.581 -1.338 2.227
C -4.121 -2.688 1.934
C -4.275 -3.171 0.698
C -4.058 -2.441 -0.535
C -3.556 -1.211 -0.703
C 2.280 2.768 0.674
C 2.099 3.529 1.822
C 3.179 4.032 2.527
C 4.464 3.747 2.100
C 4.642 2.967 0.972
C 3.571 2.448 0.241
P 4.207 1.449 -1.197
C 3.441 2.169 -2.665
C 3.024 3.499 -2.664
C 2.601 4.087 -3.840
C 2.605 3.364 -5.024
C 3.070 2.057 -5.037
C 3.511 1.467 -3.868
C 3.764 -0.302 -1.010
C 4.743 -1.058 -0.383
C 4.752 -2.443 -0.388
C 3.756 -3.150 -1.101
C 2.752 -2.509 -1.736
C 2.579 -1.010 -1.645
H 0.614 5.053 0.135
H -1.379 6.497 0.271
H -3.622 5.499 0.448
H -3.908 3.050 0.365
H -0.515 0.612 -2.886
H -1.217 0.976 -5.223
H -3.484 1.786 -5.722
H -5.079 2.225 -3.898
H -4.401 1.879 -1.554
H -3.526 -1.160 3.303
H -4.391 -3.284 2.794
H -4.665 -4.170 0.581
H -4.380 -2.966 -1.424
H -3.551 -0.803 -1.706
H 1.097 3.721 2.179
H 3.010 4.633 3.407
H 5.320 4.127 2.636
H 5.641 2.745 0.625
H 3.040 4.068 -1.744
H 2.287 5.119 -3.839
H 2.274 3.828 -5.941
H 3.110 1.508 -5.965
H 3.937 0.472 -3.884
H 5.567 -0.524 0.075
H 5.566 -2.978 0.074
H 3.827 -4.226 -1.163
H 1.976 -3.034 -2.279
H 2.346 -0.592 -2.648
O 1.481 -0.758 -0.879
As -0.861 -2.113 0.559
C -1.287 -3.370 -0.859
C -1.642 -4.697 -0.625
C -1.861 -5.546 -1.699
C -1.710 -5.087 -3.000
C -1.324 -3.775 -3.234
C -1.109 -2.921 -2.166
C -0.102 -3.278 1.916
C -0.859 -3.801 2.963
C -0.275 -4.666 3.876
C 1.066 -4.999 3.754
C 1.824 -4.480 2.714
C 1.242 -3.627 1.790
C -2.268 -1.024 1.468
C -4.242 -0.162 1.444
C -4.252 1.098 2.221
C -3.184 1.617 2.842
C -1.851 1.053 2.864
C -1.427 -0.078 2.272
H -1.754 -5.049 0.399
H -2.150 -6.570 -1.522
H -1.893 -5.751 -3.831
H -1.198 -3.421 -4.247
H -0.808 -1.884 -2.340
H -1.906 -3.531 3.057
H -0.867 -5.074 4.681
H 1.525 -5.664 4.470
H 2.870 -4.734 2.624
H 1.823 -3.220 0.961
H -5.227 -0.385 1.032
H -5.209 1.593 2.303
H -3.312 2.538 3.393
H -1.133 1.603 3.463
H -0.415 -0.430 2.506
C 1.713 1.045 5.147
S 1.667 0.920 3.338
C 2.927 -0.358 3.059
H 1.238 0.173 5.585
H 1.181 1.949 5.426
H 2.749 1.121 5.459
H 3.877 -0.023 3.469
H 3.011 -0.481 1.978
H 2.607 -1.284 3.530
```

Values from the calculation:
multiplicity: 4
orbital gap (alpha / beta): 5.855 / 6.236 eV
<S²>: 3.811
total charge: +2
energy above the lowest of the compared OMol25 structures with the same formula, charge and spin: 213.76 kcal per mole
HOMO level (alpha / beta): -0.439 / -0.448 Eh

Results of the Mulliken charge analysis, in e, for atoms 1 through 4:
1 V 0.276
2 O -0.089
3 S 1.887
4 C -0.331

Computed, not measured: C39H64F6O19Pb as an isolated structure, with ωB97M-V/def2-TZVPD.

XYZ file:
```
129
C39H64F6O19Pb, DFT ωB97M-V/def2-TZVPD
Pb 1.239 -3.383 -2.618
C 3.933 -2.222 -3.730
O 2.627 -1.999 -4.380
O 3.680 -3.039 -2.716
C 4.924 -2.778 -4.779
F 4.858 -2.041 -5.911
F 6.190 -2.790 -4.382
F 4.573 -4.023 -5.128
C 2.496 -0.757 -5.014
C 1.857 0.326 -4.119
H 1.792 -0.012 -3.082
H 2.327 1.302 -4.217
H 0.816 0.456 -4.422
H 1.853 -0.821 -5.899
H 3.371 -0.323 -5.498
H 4.307 -1.264 -3.325
C 0.199 -0.529 -0.536
O 0.751 -0.454 0.766
O 0.452 -1.688 -1.112
C -1.276 -0.081 -0.470
F -1.449 1.251 -0.334
F -1.890 -0.359 -1.647
F -2.001 -0.637 0.517
C 1.114 0.815 1.250
C 1.714 0.639 2.648
H 0.988 0.028 3.183
H 2.682 0.140 2.640
H 1.774 1.644 3.066
H 0.255 1.459 1.470
H 1.808 1.348 0.595
H 0.605 0.230 -1.242
C -5.271 -1.616 4.767
O -4.732 -0.579 3.986
C -3.481 -0.194 4.237
O -2.756 -0.704 5.052
O -3.179 0.808 3.419
C -1.787 1.108 3.338
H -5.456 -1.327 5.804
H -4.694 -2.540 4.783
H -6.261 -1.853 4.378
H -1.700 1.732 2.450
H -1.185 0.230 3.100
H -1.397 1.601 4.225
C 0.116 2.898 -2.499
C 0.811 3.710 -3.573
C 0.442 5.121 -3.143
O -0.882 5.025 -2.586
C -1.137 3.703 -2.093
H 0.738 2.756 -1.614
H -0.184 1.905 -2.845
H 0.362 3.541 -4.554
H 1.892 3.607 -3.648
H 0.377 5.819 -3.976
H 1.025 5.513 -2.307
H -2.011 3.312 -2.616
H -1.216 3.643 -1.009
C 4.252 4.539 1.788
C 2.897 3.994 1.328
C 2.908 4.262 -0.168
O 3.708 5.427 -0.350
C 4.724 5.471 0.636
H 4.957 3.709 1.902
H 4.285 5.039 2.754
H 2.090 4.517 1.844
H 2.799 2.943 1.588
H 1.909 4.571 -0.470
H 3.324 3.450 -0.771
H 4.746 6.472 1.071
H 5.717 5.199 0.272
O 4.815 3.327 5.588
C 4.511 2.212 5.881
O 4.140 1.881 7.127
C 3.726 0.510 7.230
C 3.803 -0.084 5.812
C 4.488 1.006 4.971
H 2.791 0.348 7.759
H 4.500 0.055 7.853
H 2.846 -0.450 5.436
H 4.407 -0.989 5.887
H 3.932 1.289 4.085
H 5.471 0.581 4.787
O 1.981 -4.533 -0.272
C 2.021 -4.033 0.821
O 0.921 -3.669 1.483
C 1.231 -3.150 2.805
C 2.656 -3.657 3.080
C 3.234 -3.806 1.679
H 0.475 -3.574 3.460
H 1.137 -2.071 2.698
H 2.532 -4.614 3.589
H 3.147 -2.936 3.731
H 3.934 -4.635 1.616
H 3.780 -2.888 1.462
O -7.548 0.522 -2.171
C -6.895 0.523 -1.173
O -7.315 1.095 -0.009
C -6.336 0.874 1.032
C -5.031 0.854 0.258
C -5.452 0.055 -0.970
H -6.599 0.067 1.707
H -6.311 1.841 1.539
H -4.137 0.531 0.785
H -4.724 1.777 -0.242
H -5.516 -1.035 -0.864
H -4.910 0.250 -1.894
O -0.381 -1.911 -3.978
C -1.531 -1.560 -4.085
O -2.565 -2.378 -3.838
C -3.780 -1.752 -4.278
C -3.308 -0.802 -5.376
C -2.012 -0.283 -4.754
H -4.372 -1.206 -3.540
H -4.424 -2.537 -4.667
H -3.964 0.022 -5.653
H -3.140 -1.362 -6.297
H -2.150 0.478 -3.987
H -1.246 -0.017 -5.478
O -1.008 -4.724 -2.076
C -1.965 -4.483 -1.389
O -3.211 -4.868 -1.750
C -4.169 -4.388 -0.806
C -3.473 -3.208 -0.120
C -2.050 -3.749 -0.082
H -4.479 -5.092 -0.029
H -5.056 -4.063 -1.347
H -3.871 -2.907 0.845
H -3.544 -2.371 -0.820
H -2.034 -4.539 0.683
H -1.292 -3.023 0.187
```

Values from the calculation:
orbital gap: 8.664 eV
total charge: 0
energy above the lowest of the compared OMol25 structures with the same formula, charge and spin: 0.00 kcal per mole
HOMO level: -0.315 Eh

Results of the Mulliken charge analysis, in e, for atoms 1 through 4:
1 Pb 1.867
2 C 0.225
3 O -0.407
4 O -0.862

Computed, not measured: an isolated ion of composition C8H14 and charge -1, with ωB97M-V/def2-TZVPD.

XYZ file:
```
22
C8H14, DFT ωB97M-V/def2-TZVPD
C -2.808 -0.367 -1.518
C -1.637 -1.383 -1.410
C -0.186 -0.761 -0.988
C -0.418 0.276 0.272
C 1.356 2.093 0.354
C 0.907 0.938 0.858
C 1.668 0.021 1.778
C 3.002 0.141 2.212
H -3.415 -0.971 -2.182
H -3.253 -0.116 -0.478
H -2.519 0.532 -2.077
H -1.889 -2.083 -0.669
H -1.316 -2.087 -2.293
H 0.299 -1.726 -0.542
H 0.316 -0.181 -1.798
H -0.915 -0.259 1.012
H -0.932 1.235 0.028
H 1.016 2.446 -0.639
H 2.359 2.464 0.694
H 1.213 -0.625 2.552
H 3.475 -0.587 2.881
H 3.675 1.000 1.955
```

Values from the calculation:
multiplicity: 2
orbital gap (alpha / beta): 3.435 / 6.562 eV
<S²>: 0.765
total charge: -1
energy above the lowest of the compared OMol25 structures with the same formula, charge and spin: 42.24 kcal per mole
HOMO level (alpha / beta): 0.008 / -0.108 Eh

Results of the natural (NBO) charge analysis, in e, for atoms 1 through 4:
1 C -0.634
2 C -0.396
3 C -0.394
4 C -0.429

Number 1: electronic energy -56893.2811 eV. Number 2: electronic energy -150452.0254 eV. Number 3: electronic energy -11790.6165 eV. Number 4: electronic energy -189716.0928 eV. Number 5: electronic energy -101935.7396 eV. Number 6: electronic energy -8519.1965 eV.